1.
Formula: CH3NO3
Source: the Open Molecules 2025 dataset
Level of theory: ωB97M-V with the def2-TZVPD basis set

The geometry in XYZ format:
```
8
CH3NO3 | the Open Molecules 2025 dataset | ωB97M-V with the def2-TZVPD basis set
O -2.721 -1.778 1.910
N -1.768 -1.339 1.346
O -0.518 -1.786 1.855
H 0.256 -1.447 1.270
C 0.287 0.439 -0.468
O 1.091 -0.138 0.200
H -0.560 -0.020 -0.861
H 0.412 1.443 -0.659
```

- SMILES: O=NO.C=O
- ΔE to the lowest compared entry with this formula, charge and spin: 59.08 kcal/mol
- Highest occupied orbital energy: -10.3204 eV
- E_tot: -8714.4045 eV

natural (NBO) population analysis, charges in e, atoms 1 to 5: -0.274, 0.332, -0.590, 0.509, 0.316

2.
Formula: C3H5ClS2
Source: the Open Molecules 2025 dataset
Level of theory: ωB97M-V with the def2-TZVPD basis set

The geometry in XYZ format:
```
11
C3H5ClS2 | the Open Molecules 2025 dataset | ωB97M-V with the def2-TZVPD basis set
S -2.620 -0.828 -0.100
C -1.582 0.390 0.241
C -0.034 0.332 0.474
Cl 0.514 1.873 -0.150
C 0.637 -0.829 -0.220
S 2.383 -1.004 -0.047
H -2.051 1.412 0.190
H 0.067 0.270 1.511
H 0.182 -1.678 0.298
H 0.392 -0.893 -1.281
H 2.333 -0.995 1.231
```

- SMILES: S=C[C@H](Cl)CS
- ΔE to the lowest compared entry with this formula, charge and spin: 19.12 kcal/mol
- Highest occupied orbital energy: -9.0412 eV
- E_tot: -37383.8227 eV

natural (NBO) population analysis, charges in e, atoms 1 to 5: 0.076, -0.264, -0.287, -0.022, -0.563

3.
Formula: C26H52N7PSSiV
Source: the Open Molecules 2025 dataset
Level of theory: ωB97M-V with the def2-TZVPD basis set

The geometry in XYZ format:
```
89
C26H52N7PSSiV | the Open Molecules 2025 dataset | ωB97M-V with the def2-TZVPD basis set
V 0.836 -1.019 -1.505
N 0.329 -0.689 -3.623
C 0.751 -1.779 -4.528
C 2.269 -1.901 -4.552
C 2.907 -2.292 -3.224
N 2.881 -1.171 -2.236
H -0.684 -0.619 -3.580
H 0.646 0.205 -3.990
H 0.378 -1.627 -5.543
H 0.316 -2.706 -4.150
H 2.713 -0.963 -4.907
H 2.539 -2.660 -5.288
H 3.936 -2.611 -3.390
H 2.368 -3.135 -2.782
H 3.311 -0.353 -2.662
H 3.470 -1.415 -1.444
C -0.669 -6.121 0.100
Si -0.043 -5.351 1.675
C 1.147 -6.529 2.506
C -1.454 -4.970 2.832
C 0.917 -3.730 1.396
C 1.853 -3.353 2.357
C 2.585 -2.172 2.260
C 2.350 -1.358 1.178
N 1.447 -1.679 0.244
C 0.750 -2.835 0.331
S -0.334 -2.968 -1.052
H -1.040 -7.122 0.333
H 0.118 -6.218 -0.649
H -1.485 -5.550 -0.342
H 0.656 -7.494 2.647
H 1.460 -6.182 3.492
H 2.043 -6.698 1.906
H -1.999 -5.890 3.058
H -2.161 -4.261 2.397
H -1.095 -4.556 3.776
H 2.027 -4.000 3.208
H 3.309 -1.892 3.012
H 2.861 -0.410 1.051
N -0.248 0.297 -1.059
P -0.582 1.481 -0.093
N 0.365 2.840 -0.416
C 1.801 2.559 -0.475
C 2.607 3.848 -0.422
C 2.199 4.772 -1.564
C 0.691 4.997 -1.537
C -0.057 3.672 -1.550
N -0.357 1.273 1.538
C 0.528 2.015 2.429
C -0.168 2.303 3.755
C -0.677 1.015 4.394
C -1.599 0.279 3.426
C -0.882 0.026 2.107
N -2.161 1.906 -0.246
C -3.047 1.376 -1.282
C -3.592 2.495 -2.166
C -4.025 3.716 -1.326
C -4.102 3.366 0.157
C -2.748 2.893 0.674
H 2.034 2.018 -1.410
H 2.073 1.901 0.355
H 3.674 3.617 -0.467
H 2.419 4.342 0.536
H 2.479 4.311 -2.519
H 2.733 5.721 -1.501
H 0.373 5.600 -2.390
H 0.419 5.542 -0.629
H 0.136 3.146 -2.500
H -1.130 3.840 -1.480
H 0.818 2.944 1.944
H 1.439 1.427 2.627
H -1.010 2.976 3.566
H 0.524 2.822 4.421
H -1.192 1.228 5.331
H 0.177 0.372 4.636
H -2.496 0.877 3.248
H -1.922 -0.676 3.847
H -1.548 -0.442 1.379
H -0.057 -0.675 2.288
H -3.869 0.833 -0.806
H -2.485 0.649 -1.863
H -4.432 2.105 -2.745
H -2.825 2.790 -2.886
H -4.988 4.094 -1.670
H -3.311 4.534 -1.454
H -4.857 2.593 0.320
H -4.412 4.232 0.742
H -2.845 2.471 1.677
H -2.075 3.754 0.752
```

- Total charge: +1
- ΔE to the lowest compared entry with this formula, charge and spin: 3.94 kcal/mol
- 2S+1: 3
- Highest occupied orbital energy (alpha / beta): -9.5596 / -10.6780 eV
- E_tot: -91926.6110 eV

Löwdin population analysis, charges in e, atoms 1 to 5: 0.524, -0.054, -0.235, -0.179, -0.216

4.
Formula: C3H6NO2
Source: the Open Molecules 2025 dataset
Level of theory: ωB97M-V with the def2-TZVPD basis set

The geometry in XYZ format:
```
12
C3H6NO2 | the Open Molecules 2025 dataset | ωB97M-V with the def2-TZVPD basis set
C 0.897 0.983 -1.402
C 0.703 -0.146 -0.376
O 1.501 -1.087 -0.380
N -0.493 -0.166 0.206
C -0.999 -0.895 1.521
O -2.021 -0.212 1.971
H -0.037 1.399 -1.783
H 1.357 0.521 -2.270
H 1.557 1.785 -1.083
H -1.091 0.653 0.270
H -1.275 -1.908 1.160
H -0.100 -0.927 2.166
```

- Total charge: -1
- SMILES: CC(=O)NC[O-]
- ΔE to the lowest compared entry with this formula, charge and spin: 34.19 kcal/mol
- Highest occupied orbital energy: -2.9990 eV
- E_tot: -8793.7345 eV

natural (NBO) population analysis, charges in e, atoms 1 to 5: -0.703, 0.647, -0.699, -0.654, 0.159

5.
Formula: CHClFNO2
Source: the Open Molecules 2025 dataset
Level of theory: ωB97M-V with the def2-TZVPD basis set

The geometry in XYZ format:
```
7
CHClFNO2 | the Open Molecules 2025 dataset | ωB97M-V with the def2-TZVPD basis set
C 0.350 -0.372 0.416
N 0.638 -1.678 0.046
O 0.386 -1.871 -1.122
O 1.221 -2.409 0.811
F 0.630 -0.055 1.628
Cl 3.184 0.969 -0.299
H -0.273 0.375 -0.327
```

- ΔE to the lowest compared entry with this formula, charge and spin: 46.99 kcal/mol
- 2S+1: 3
- Highest occupied orbital energy (alpha / beta): -9.9104 / -11.3530 eV
- E_tot: -21871.1934 eV

natural (NBO) population analysis, charges in e, atoms 1 to 5: 0.401, 0.403, -0.384, -0.380, -0.265

Copy entry 2 word for word.
Formula: C3H5ClS2
Source: the Open Molecules 2025 dataset
Level of theory: ωB97M-V with the def2-TZVPD basis set

The geometry in XYZ format:
```
11
C3H5ClS2 | the Open Molecules 2025 dataset | ωB97M-V with the def2-TZVPD basis set
S -2.620 -0.828 -0.100
C -1.582 0.390 0.241
C -0.034 0.332 0.474
Cl 0.514 1.873 -0.150
C 0.637 -0.829 -0.220
S 2.383 -1.004 -0.047
H -2.051 1.412 0.190
H 0.067 0.270 1.511
H 0.182 -1.678 0.298
H 0.392 -0.893 -1.281
H 2.333 -0.995 1.231
```

- SMILES: S=C[C@H](Cl)CS
- ΔE to the lowest compared entry with this formula, charge and spin: 19.12 kcal/mol
- Highest occupied orbital energy: -9.0412 eV
- E_tot: -37383.8227 eV

natural (NBO) population analysis, charges in e, atoms 1 to 5: 0.076, -0.264, -0.287, -0.022, -0.563